Entry 1:
{"formula": "C24H46BrClN7O3SSiV", "method": "ωB97M-V/def2-TZVPD", "energy_ha": -6217.08206, "lumo_energy_ha": [0.094, 0.094], "gap_ev": [7.40, 7.38], "charge": -1, "e_above_lowest_kj_mol": 371.4, "multiplicity": 2, "symbols": ["V", "C", "C", "C", "C", "C", "C", "C", "Br", "C", "O", "C", "C", "C", "C", "C", "C", "H", "H", "H", "H", "H", "H", "H", "H", "H", "H", "H", "H", "H", "H", "H", "H", "H", "H", "H", "H", "N", "N", "C", "N", "S", "H", "H", "H", "H", "H", "O", "O", "C", "Si", "C", "C", "H", "H", "H", "H", "H", "H", "H", "H", "H", "Cl", "C", "N", "C", "N", "C", "N", "C", "N", "C", "C", "H", "H", "H", "H", "H", "H", "H", "H", "H", "H", "H", "H"], "xyz": [[-0.704688, -0.556739, -0.066818], [6.330151, 3.263296, 0.192574], [5.653090, 2.539097, 1.356303], [6.714968, 1.700393, 2.080574], [5.100488, 3.596943, 2.322113], [4.511538, 1.637556, 0.889841], [3.781893, 0.907262, 1.825060], [2.714216, 0.142227, 1.419023], [1.778123, -0.864048, 2.721890], [2.275872, 0.066291, 0.079223], [1.177088, -0.608659, -0.197263], [3.092036, 0.687910, -0.887251], [4.152734, 1.483133, -0.438063], [2.955498, 0.549088, -2.416214], [2.617148, 1.912498, -3.036909], [4.307339, 0.065975, -2.977172], [1.909648, -0.464152, -2.891653], [7.127506, 3.903911, 0.576653], [5.624254, 3.894159, -0.351068], [6.776699, 2.559839, -0.513262], [7.532106, 2.337732, 2.430393], [7.128487, 0.944275, 1.410220], [6.294947, 1.185727, 2.945505], [5.903105, 4.252410, 2.672343], [4.635744, 3.133896, 3.193313], [4.342889, 4.207852, 1.827902], [4.029373, 0.934358, 2.878567], [4.728386, 2.005821, -1.188974], [3.383903, 2.655488, -2.807625], [1.659781, 2.274450, -2.662407], [2.553588, 1.818879, -4.125119], [5.117782, 0.767506, -2.777108], [4.231452, -0.055009, -4.061060], [4.581160, -0.898020, -2.543093], [0.902932, -0.121574, -2.672949], [2.054999, -1.440745, -2.429913], [2.007270, -0.573407, -3.976468], [-2.966646, -2.882467, 3.969716], [-4.013125, -3.700564, 3.535848], [-5.031216, -3.313498, 2.764510], [-5.962249, -4.302545, 2.521946], [-5.238287, -1.768614, 2.170479], [-2.327194, -2.741012, 3.170770], [-3.366658, -1.984288, 4.218961], [-4.053835, -4.605534, 3.974546], [-5.608775, -5.245598, 2.453607], [-6.616731, -4.050758, 1.800236], [-1.069372, -1.874825, 0.880136], [-1.374881, -2.943842, 1.629165], [-0.054814, 2.414186, 1.952551], [-1.367670, 1.082280, 1.695008], [-1.752799, 0.280557, 3.361962], [-2.955444, 2.051359, 1.323245], [-0.371080, 3.057641, 2.780987], [0.048303, 3.025722, 1.054062], [0.925486, 2.009496, 2.198842], [-1.822723, 1.046983, 4.141054], [-1.017922, -0.464204, 3.665981], [-2.729423, -0.202195, 3.270119], [-3.077242, 2.805442, 2.108851], [-3.842332, 1.414627, 1.349898], [-2.912250, 2.563346, 0.361308], [-0.703225, 1.472922, -1.355838], [-2.078987, -1.090635, -2.765471], [-3.162082, -1.525159, -3.636075], [-4.277276, -0.588990, -3.464044], [-4.756775, -0.550632, -2.085098], [-3.661658, -0.135331, -1.216894], [-2.486759, -1.046561, -1.327222], [-2.972421, -2.420651, -0.965600], [-4.064202, -2.858357, -1.826705], [-3.606504, -2.853582, -3.210775], [-5.166069, -1.903067, -1.699509], [-1.750175, -0.097132, -3.056911], [-1.238380, -1.784800, -2.856606], [-5.098289, -0.896334, -4.116437], [-3.946088, 0.409638, -3.755948], [-3.996048, -0.152927, -0.180243], [-3.332367, 0.868735, -1.478697], [-3.299137, -2.407846, 0.071995], [-2.136922, -3.115855, -1.043924], [-4.423844, -3.176878, -3.860348], [-2.774559, -3.553817, -3.315315], [-5.504510, -1.889638, -0.662873], [-5.988351, -2.220419, -2.346361]], "forces_ev_per_a": [[0.04, 0.03, 0.14], [0.00, 0.00, 0.00], [-0.01, 0.00, 0.00], [0.00, 0.00, 0.00], [0.00, 0.00, 0.00], [-0.01, 0.00, 0.04], [0.00, 0.02, -0.01], [0.00, 0.03, 0.00], [-0.01, -0.02, 0.00], [0.01, -0.03, -0.04], [0.05, 0.06, -0.04], [0.04, 0.06, -0.02], [-0.01, -0.03, -0.02], [0.02, -0.02, 0.01], [0.02, -0.01, 0.01], [0.00, 0.02, -0.01], [-0.01, -0.01, 0.01], [0.00, 0.00, 0.00], [0.00, 0.00, 0.00], [0.00, 0.00, 0.00], [0.00, 0.00, 0.00], [0.00, 0.00, 0.00], [0.00, 0.00, 0.00], [0.00, 0.00, 0.00], [0.00, 0.00, 0.00], [0.00, 0.00, 0.00], [0.00, 0.00, 0.00], [-0.01, 0.00, 0.01], [-0.01, 0.01, 0.00], [-0.01, -0.01, 0.01], [-0.01, 0.00, 0.00], [0.00, -0.01, 0.00], [0.00, 0.00, 0.00], [-0.01, 0.00, 0.01], [-0.01, -0.01, 0.00], [0.01, -0.01, 0.00], [0.00, 0.00, 0.00], [0.00, -0.07, 0.08], [-0.09, 0.05, -0.01], [0.03, -0.10, -0.06], [0.04, 0.01, -0.01], [-0.03, 0.10, 0.10], [0.01, 0.05, -0.08], [0.00, 0.03, -0.01], [0.02, 0.00, -0.01], [0.00, 0.00, -0.01], [0.00, -0.01, -0.01], [0.20, 0.05, 0.09], [-0.10, -0.03, 0.03], [0.00, 0.02, -0.01], [-0.06, -0.07, 0.03], [-0.03, 0.03, -0.03], [0.00, -0.01, 0.00], [0.00, 0.01, -0.01], [-0.01, -0.02, 0.01], [0.06, -0.04, 0.01], [0.00, -0.01, 0.01], [-0.01, -0.01, -0.01], [0.02, -0.01, 0.02], [0.00, 0.01, -0.01], [0.00, 0.00, 0.00], [0.00, 0.00, -0.01], [-0.01, 0.10, -0.01], [0.00, -0.06, 0.07], [0.00, 0.01, -0.01], [-0.01, 0.00, -0.01], [-0.01, 0.00, -0.01], [0.08, 0.05, 0.02], [-0.30, -0.24, -0.31], [0.04, 0.04, 0.04], [0.00, -0.03, 0.02], [0.01, 0.02, -0.01], [-0.02, 0.02, 0.01], [0.01, 0.04, 0.01], [0.00, 0.01, 0.00], [0.00, 0.00, 0.00], [0.00, 0.00, 0.00], [0.00, 0.00, -0.01], [0.00, 0.01, 0.01], [0.00, 0.02, 0.01], [0.01, 0.01, -0.01], [0.00, 0.00, 0.00], [0.00, 0.00, 0.00], [0.00, -0.01, -0.01], [0.00, 0.00, 0.00]]}

Entry 2:
{"formula": "C24H46Cl2N3O4SiV", "method": "ωB97M-V/def2-TZVPD", "energy_ha": -3561.13134, "lumo_energy_ha": [-0.001, 0.001], "gap_ev": [3.57, 3.64], "e_above_lowest_kj_mol": 321.9, "multiplicity": 3, "symbols": ["C", "C", "H", "H", "H", "C", "C", "H", "H", "H", "H", "V", "Cl", "C", "O", "N", "C", "C", "H", "H", "H", "H", "H", "H", "H", "H", "H", "C", "C", "N", "H", "C", "O", "H", "H", "H", "H", "H", "H", "C", "C", "N", "H", "C", "O", "H", "H", "H", "H", "O", "C", "C", "C", "H", "C", "H", "C", "H", "C", "C", "H", "H", "H", "Si", "Cl", "C", "C", "C", "H", "H", "H", "H", "H", "H", "H", "H", "H", "C", "H", "H", "H"], "xyz": [[2.586804, 3.445849, -3.470664], [2.358093, 3.036907, -2.021104], [2.764658, 4.527619, -3.491542], [1.748878, 3.229656, -4.149996], [3.497184, 2.952643, -3.864951], [2.811023, 3.896137, -1.002607], [3.286991, 5.288158, -1.150302], [2.904770, 3.468838, -0.010159], [2.526470, 6.069723, -1.318580], [4.045694, 5.425700, -1.935363], [3.768555, 5.533724, -0.196504], [-1.428039, -1.570767, 0.224469], [-3.608067, -1.127074, -0.277783], [1.232345, -2.543729, 1.584616], [0.415423, -1.675081, 1.172554], [1.548333, -2.621929, 2.883513], [0.934434, -1.666495, 3.797866], [2.646336, -3.463556, 3.312556], [1.719757, -3.257670, 0.904239], [-0.119067, -1.547527, 3.515310], [1.431141, -0.686217, 3.739086], [1.015590, -2.051296, 4.817137], [2.683807, -4.339286, 2.653786], [2.483759, -3.783843, 4.345394], [3.614269, -2.942995, 3.247753], [-5.334467, -5.026967, 2.258226], [-5.006586, -6.085468, -0.020535], [-4.784387, -4.131123, 1.948317], [-4.622716, -5.098823, -0.316020], [-3.951945, -4.466382, 0.804421], [-4.174534, -3.760248, 2.778502], [-2.667950, -4.097450, 0.725325], [-2.150854, -3.195078, 1.449284], [-3.923472, -5.212496, -1.159443], [-2.064961, -4.622863, -0.034433], [-5.518524, -3.376772, 1.644531], [-5.470859, -4.480045, -0.625171], [-1.417635, 3.024538, -0.259271], [0.720498, 3.922613, 1.801457], [-1.762436, 3.044378, 0.784863], [0.021998, 3.375166, 2.449132], [-0.776717, 2.438929, 1.670150], [-2.735851, 2.553722, 0.874880], [-0.802448, 1.127157, 2.032786], [-1.698142, 0.301265, 1.745462], [0.596162, 2.838196, 3.213102], [0.069245, 0.841692, 2.638327], [-1.847465, 4.096172, 1.070738], [-0.641165, 4.103906, 2.935213], [1.084094, 2.266438, -1.785629], [2.265055, 1.497539, -1.718269], [2.138258, 1.327242, 0.799833], [2.713892, 0.904738, -0.414163], [1.232261, 1.947899, 0.733191], [2.738449, 1.023191, 2.027914], [2.382315, 0.849444, -2.599972], [3.702148, -0.115336, -0.320215], [2.440310, 1.538610, 2.934555], [3.786022, 0.094469, 2.087573], [4.231614, -0.521220, 0.915495], [4.049252, -0.572714, -1.246785], [4.258970, -0.160060, 3.040079], [4.992376, -1.294220, 0.947876], [-1.648198, 0.803152, -2.843782], [-0.405401, 0.070906, -0.931383], [-3.098349, 1.769790, -2.155260], [-2.376689, -0.826000, -3.442631], [-0.611357, 1.644411, -4.125346], [-2.930218, 2.186176, -1.157676], [-3.986532, 1.129022, -2.096487], [-3.325433, 2.604288, -2.844069], [-0.441105, 2.705432, -3.872162], [-1.162504, 1.608429, -5.084624], [0.348127, 1.125072, -4.260733], [-2.609360, -1.510896, -2.627227], [-1.713745, -1.343514, -4.148797], [-3.327744, -0.657860, -3.961007], [-0.545618, -2.808840, -1.220478], [-0.386390, -3.826795, -0.833209], [0.440763, -2.341912, -1.393347], [-1.159192, -2.828388, -2.121836]], "forces_ev_per_a": [[0.27, -0.07, 0.03], [1.18, -0.46, 0.66], [-0.06, -0.23, -0.12], [0.20, -0.08, 0.31], [-0.44, 0.22, 0.13], [-0.34, -0.46, 0.19], [0.30, 0.50, 0.05], [0.01, 0.08, -0.06], [-0.04, 0.01, -0.04], [0.07, 0.14, 0.03], [0.08, 0.28, -0.19], [0.28, -0.59, 1.02], [-0.20, -0.25, -0.10], [-0.89, 1.21, 0.52], [0.57, -1.18, 0.55], [-0.14, 0.18, -1.08], [-0.10, 0.14, 0.07], [0.36, -0.18, -0.08], [-0.13, 0.16, 0.15], [0.27, 0.00, 0.17], [-0.06, -0.32, -0.03], [-0.05, 0.02, -0.17], [0.07, 0.12, 0.27], [-0.01, -0.02, -0.23], [-0.31, -0.03, 0.07], [0.17, 0.08, -0.04], [0.08, 0.19, -0.13], [-0.22, 0.36, -0.08], [0.20, -0.58, -0.08], [0.93, -0.04, 0.22], [-0.13, -0.04, -0.35], [-0.30, 1.10, 0.62], [-0.33, -1.43, -0.67], [-0.32, 0.07, 0.34], [-0.38, 0.32, 0.00], [0.15, 0.04, 0.21], [0.20, 0.01, -0.03], [0.08, -0.10, 0.39], [-0.11, -0.13, 0.05], [0.09, 0.11, -0.15], [0.47, 0.15, -0.13], [-0.54, -1.15, 0.82], [0.21, -0.03, 0.06], [-1.04, 0.44, -0.33], [1.17, 0.63, -0.12], [-0.16, 0.15, -0.19], [-0.18, 0.03, -0.02], [-0.16, -0.16, -0.05], [0.15, -0.24, 0.00], [-1.39, -0.25, 0.08], [0.48, 0.18, -0.36], [0.29, 0.49, -0.05], [-0.29, -0.70, 0.14], [0.95, -0.11, -0.04], [0.19, -0.46, -0.65], [0.15, -0.19, 0.32], [-0.28, 0.61, -0.05], [-0.21, -0.14, 0.02], [0.02, -0.04, 0.06], [-0.64, 0.42, -0.48], [0.10, 0.10, 0.20], [-0.15, 0.17, -0.23], [0.00, 0.09, 0.00], [-0.45, -0.92, 1.01], [-0.41, 2.02, -2.36], [0.02, 0.46, -0.07], [0.44, -0.22, -0.38], [0.07, 0.29, -0.07], [-0.08, -0.16, -0.44], [0.32, 0.03, -0.03], [0.12, -0.22, 0.25], [0.09, -0.61, -0.02], [0.08, -0.13, 0.35], [-0.23, 0.29, 0.08], [0.05, 0.25, -0.06], [-0.06, 0.09, 0.13], [0.12, 0.27, 0.00], [0.04, -0.21, 0.70], [-0.02, 0.09, -0.22], [-0.52, -0.32, -0.21], [0.26, -0.12, -0.08]]}

Which of these has the highest multiplicity?
C24H46Cl2N3O4SiV

Which of these has the lowest multiplicity?
C24H46BrClN7O3SSiV

The highest multiplicity belongs to which entry?
C24H46Cl2N3O4SiV